<1>
{"formula": "C4H9O", "method": "the ωB97M-V functional and the def2-TZVPD basis", "molar_mass_g_mol": 73.115, "homo_ev": -2.248, "total_charge": -1, "multiplicity": 1, "gap_ev": 6.49, "symbols": ["C", "C", "H", "H", "H", "H", "C", "O", "C", "H", "H", "H", "H", "H"], "positions_angstrom": [[-1.23514, 1.13470, 3.01945], [-0.19975, 0.93690, 2.22305], [-1.98637, 1.89507, 2.82243], [-1.43357, 0.53249, 3.90283], [-0.03324, 1.48325, 1.30682], [0.52592, 0.15163, 2.39354], [0.51639, -1.07332, -1.25547], [0.62699, -0.12656, -0.29124], [0.57090, -0.48211, -2.67596], [-0.43493, -1.65423, -1.17695], [1.33319, -1.84049, -1.20058], [0.39289, -1.22166, -3.47254], [1.55085, -0.02889, -2.83747], [-0.19413, 0.29323, -2.75791]]}


<2>
{"formula": "C4H9O", "method": "the ωB97M-V functional and the def2-TZVPD basis", "molar_mass_g_mol": 73.115, "homo_ev": -1.487, "total_charge": -1, "multiplicity": 1, "gap_ev": 5.63, "symbols": ["C", "O", "C", "C", "C", "H", "H", "H", "H", "H", "H", "H", "H", "H"], "positions_angstrom": [[-1.82863, -0.34145, 0.87258], [-1.98764, -1.61932, 1.29893], [-1.30458, -0.20341, -0.66385], [-0.44642, 0.26841, 0.51080], [-0.25985, 1.77779, 0.68011], [-2.58985, 0.35885, 1.24960], [6.44588, -2.78766, -2.35576], [-0.99619, -1.16613, -1.04036], [-2.07985, 0.28165, -1.24882], [5.72590, -2.54341, -2.37241], [0.38307, -0.31771, 0.84968], [-1.05312, 2.03239, 1.33479], [0.64421, 2.10182, 1.13124], [-0.65292, 2.15816, -0.24651]]}


Quick one: least stable of them? <2>


<1>
{"formula": "C27H69N3O9S3", "method": "the ωB97M-V functional and the def2-TZVPD basis", "molar_mass_g_mol": 676.062, "homo_ev": -8.126, "smiles": "CCOS(C)(=O)=O.CCOS(C)(=O)=O.CCOS(C)(=O)=O.CCN(CC)CC.CCN(CC)CC.CCN(CC)CC", "multiplicity": 1, "gap_ev": 8.35, "symbols": ["C", "C", "O", "S", "C", "O", "O", "H", "H", "H", "H", "H", "H", "H", "H", "C", "C", "O", "S", "C", "O", "O", "H", "H", "H", "H", "H", "H", "H", "H", "C", "C", "O", "S", "C", "O", "O", "H", "H", "H", "H", "H", "H", "H", "H", "C", "C", "N", "C", "C", "C", "C", "H", "H", "H", "H", "H", "H", "H", "H", "H", "H", "H", "H", "H", "H", "H", "C", "C", "N", "C", "C", "C", "C", "H", "H", "H", "H", "H", "H", "H", "H", "H", "H", "H", "H", "H", "H", "H", "C", "C", "N", "C", "C", "C", "C", "H", "H", "H", "H", "H", "H", "H", "H", "H", "H", "H", "H", "H", "H", "H"], "positions_angstrom": [[9.35128, -6.80092, -1.66646], [9.06082, -5.43193, -1.00983], [10.30800, -4.56569, -0.93732], [9.97779, -3.01929, -0.32633], [9.55129, -2.22316, -1.97086], [8.81674, -3.10218, 0.55773], [11.18246, -2.37734, 0.10828], [10.02207, -7.47089, -1.12862], [9.53182, -6.57437, -2.71726], [8.37886, -7.29333, -1.67015], [8.31389, -4.79909, -1.48910], [8.83438, -5.61278, 0.04093], [8.94930, -1.31454, -1.95996], [8.92854, -2.86745, -2.59151], [10.55291, -1.96779, -2.31674], [-0.64544, -0.17967, 3.92312], [-0.46334, 0.10245, 2.44207], [0.90494, 0.35245, 2.16163], [1.10400, 1.68264, 1.11885], [2.82716, 1.42790, 0.63712], [0.22763, 1.47416, -0.01752], [1.00957, 2.92478, 1.85859], [-1.68465, -0.30832, 4.22577], [-0.17982, 0.59157, 4.53669], [-0.23863, -1.12030, 4.29439], [-0.88256, -0.70454, 1.84113], [-1.13348, 0.94771, 2.28533], [3.09578, 2.06740, -0.20370], [2.98320, 0.37656, 0.39539], [3.32770, 1.62962, 1.58415], [-2.52136, -4.51262, 9.85353], [-3.90566, -4.76836, 9.24679], [-4.01557, -5.27087, 7.97151], [-5.52909, -5.38233, 7.30627], [-5.21359, -6.89416, 6.29905], [-6.48123, -5.79499, 8.35500], [-5.87280, -4.30468, 6.44991], [-2.23325, -3.63265, 9.27842], [-1.81403, -5.30878, 9.62133], [-2.54414, -4.26385, 10.91452], [-4.48357, -5.39296, 9.92796], [-4.49641, -3.85282, 9.21645], [-5.08284, -7.80183, 6.88824], [-4.26732, -6.77807, 5.77066], [-6.10393, -6.97684, 5.67569], [-9.20594, 2.18548, -3.10060], [-7.76442, 1.98270, -3.43761], [-6.95084, 1.05382, -2.47148], [-7.13821, 1.41966, -1.05097], [-7.04249, 0.15869, -0.19133], [-5.55206, 1.08980, -2.75112], [-5.22042, 0.49748, -4.11543], [-9.86650, 1.31900, -3.06929], [-9.57759, 2.85851, -3.87327], [-9.33182, 2.91901, -2.30424], [-7.78486, 1.49187, -4.41063], [-7.36385, 2.97505, -3.64471], [-6.42154, 2.16320, -0.70222], [-8.09637, 1.86599, -0.78483], [-7.04615, 0.48103, 0.84991], [-7.92175, -0.48501, -0.21663], [-6.20736, -0.51820, -0.37150], [-5.00606, 0.44758, -2.06007], [-5.12163, 2.09112, -2.73770], [-5.64040, -0.50786, -4.14702], [-4.17955, 0.36238, -4.40946], [-5.54732, 1.18867, -4.89228], [-0.41388, 11.41945, 0.65807], [-0.16072, 11.52364, -0.83731], [1.10838, 10.84051, -1.10943], [0.91264, 9.46151, -1.58442], [0.01748, 9.22676, -2.89165], [1.92020, 11.60643, -2.05491], [3.33372, 11.03463, -2.37774], [0.06865, 12.28847, 1.10534], [-0.06281, 10.45925, 1.03605], [-1.48880, 11.46338, 0.83340], [-0.93036, 11.19254, -1.53455], [-0.17632, 12.60791, -0.94779], [1.88024, 8.97944, -1.72388], [0.41688, 8.98066, -0.74114], [0.58437, 9.65037, -3.72068], [-0.00128, 8.18555, -3.21358], [-0.97204, 9.68265, -2.85805], [2.05534, 12.60915, -1.64948], [1.45814, 11.77543, -3.02756], [3.34495, 10.03387, -2.80956], [3.91371, 10.88327, -1.46736], [3.85733, 11.68663, -3.07688], [0.14002, -5.60271, -2.63794], [1.43505, -4.80389, -2.42413], [2.47923, -5.63853, -2.03292], [2.35673, -6.10536, -0.71687], [2.82601, -5.05239, 0.31031], [2.80438, -6.69742, -2.95209], [3.08456, -6.37879, -4.41842], [0.06059, -6.00749, -3.64688], [-0.73077, -4.97293, -2.45573], [0.06002, -6.49477, -2.01671], [1.59813, -4.13593, -3.26990], [1.20999, -4.14489, -1.58559], [1.44448, -6.64256, -0.45740], [3.03267, -6.94024, -0.53201], [3.11580, -5.65173, 1.17340], [3.69197, -4.43604, 0.06881], [2.07422, -4.35988, 0.68891], [1.89801, -7.28816, -2.81944], [3.61438, -7.31776, -2.56843], [2.44593, -5.71594, -5.00229], [3.18110, -7.25979, -5.05294], [4.05134, -5.89217, -4.54730]]}


<2>
{"formula": "C27H69N3O9S3", "method": "the ωB97M-V functional and the def2-TZVPD basis", "molar_mass_g_mol": 676.062, "homo_ev": -7.577, "smiles": "CCOS(C)(=O)=O.CCOS(C)(=O)=O.CCOS(C)(=O)=O.CCN(CC)CC.CCN(CC)CC.CCN(CC)CC", "multiplicity": 1, "gap_ev": 7.99, "symbols": ["C", "C", "O", "S", "C", "O", "O", "H", "H", "H", "H", "H", "H", "H", "H", "C", "C", "O", "S", "C", "O", "O", "H", "H", "H", "H", "H", "H", "H", "H", "C", "C", "O", "S", "C", "O", "O", "H", "H", "H", "H", "H", "H", "H", "H", "C", "C", "N", "C", "C", "C", "C", "H", "H", "H", "H", "H", "H", "H", "H", "H", "H", "H", "H", "H", "H", "H", "C", "C", "N", "C", "C", "C", "C", "H", "H", "H", "H", "H", "H", "H", "H", "H", "H", "H", "H", "H", "H", "H", "C", "C", "N", "C", "C", "C", "C", "H", "H", "H", "H", "H", "H", "H", "H", "H", "H", "H", "H", "H", "H", "H"], "positions_angstrom": [[13.59134, 11.41885, -25.52526], [14.03211, 10.37607, -26.58745], [15.27147, 10.70952, -27.16384], [15.94479, 9.58401, -28.19365], [17.23482, 10.73907, -28.88255], [16.54885, 8.57860, -27.39599], [15.00886, 9.34107, -29.30224], [12.93949, 11.07868, -24.72060], [13.21630, 12.37145, -25.89944], [14.50718, 11.72264, -25.01826], [14.20075, 9.46755, -26.00931], [13.30897, 9.98000, -27.30039], [17.63142, 11.20217, -27.97904], [16.54992, 11.43983, -29.35998], [17.97955, 10.29280, -29.54158], [14.46286, 4.08608, -33.69525], [15.48198, 3.82788, -32.56915], [15.68797, 4.84423, -31.59210], [14.64542, 4.83525, -30.32406], [15.47718, 6.25605, -29.37591], [13.34665, 5.38642, -30.73822], [14.71752, 3.60176, -29.51164], [13.54215, 4.52098, -33.30633], [14.21494, 3.27798, -34.38344], [14.85434, 4.79041, -34.42924], [15.28295, 2.85378, -32.12234], [16.46818, 3.71811, -33.02023], [15.70252, 5.86984, -28.38186], [14.70430, 7.01393, -29.24794], [16.30170, 6.58358, -30.00913], [12.96210, 0.55104, -22.40940], [12.58398, -0.50034, -23.39520], [12.97485, -0.12972, -24.73782], [11.82445, 0.36364, -25.84179], [11.01848, -1.30426, -26.06691], [10.94234, 1.23739, -25.05264], [12.49139, 0.71658, -27.11954], [13.98926, 0.85428, -22.61209], [13.02289, -0.05662, -21.50653], [12.33614, 1.44302, -22.43457], [13.08562, -1.44245, -23.17409], [11.50716, -0.65938, -23.33793], [10.56872, -1.56128, -25.10787], [11.84045, -1.93282, -26.40948], [10.36557, -1.05077, -26.90211], [15.13687, 5.43100, -17.03826], [13.62349, 5.46567, -17.18832], [13.12109, 4.50827, -18.21284], [11.67893, 4.68903, -18.31708], [11.13725, 5.94268, -19.07342], [13.71508, 4.70202, -19.60759], [13.54685, 3.55497, -20.47142], [15.43493, 4.38302, -17.00674], [15.42530, 5.90309, -16.09908], [15.62349, 5.97078, -17.85063], [13.04602, 5.17254, -16.31157], [13.25341, 6.47986, -17.33847], [11.28363, 3.81281, -18.83096], [11.21152, 4.47523, -17.35587], [10.97447, 5.92112, -20.15099], [10.19926, 6.32895, -18.67458], [11.81019, 6.78056, -18.89115], [14.78253, 4.60993, -19.40715], [13.43660, 5.61272, -20.13787], [14.01598, 3.45689, -21.45040], [12.49690, 3.35245, -20.68289], [13.93976, 2.70440, -19.91442], [14.19247, 3.76761, -26.04124], [14.13249, 4.32558, -24.68356], [12.92128, 5.20373, -24.51232], [12.80271, 6.30060, -25.58191], [11.73096, 7.33679, -25.24981], [11.74031, 4.44710, -24.09233], [11.05750, 5.05735, -22.93936], [13.18673, 3.81434, -26.45883], [14.48866, 2.71974, -25.99260], [14.97713, 4.31867, -26.55965], [14.27478, 3.44852, -24.05219], [14.97786, 4.96682, -24.43400], [13.75591, 6.74932, -25.86143], [12.51102, 5.82085, -26.51617], [10.76145, 6.87881, -25.44580], [11.87787, 7.48108, -24.17944], [11.75252, 8.23060, -25.87332], [11.97494, 3.40822, -23.86042], [11.08969, 4.38175, -24.96441], [11.79746, 5.21915, -22.15553], [10.14424, 4.59175, -22.56883], [10.69508, 6.02013, -23.29966], [8.08341, 4.24062, -25.35786], [8.77519, 5.10702, -26.41584], [7.97772, 6.22097, -27.00313], [7.19147, 7.01669, -26.05342], [5.77434, 6.80055, -26.47544], [8.65628, 7.02651, -28.00403], [9.38616, 6.20523, -29.10389], [7.05208, 3.99534, -25.61143], [8.26105, 4.57099, -24.33444], [8.49491, 3.23683, -25.25216], [9.78651, 5.41118, -26.14599], [8.88165, 4.46279, -27.28862], [7.21208, 6.60961, -25.04250], [7.53388, 8.04976, -25.99306], [5.17836, 7.54169, -25.94286], [5.44829, 7.09180, -27.47392], [5.27538, 5.85998, -26.24207], [9.42335, 7.75414, -27.73894], [7.88567, 7.61218, -28.50528], [10.32279, 5.72024, -28.82894], [9.67618, 6.96617, -29.82843], [8.69723, 5.38762, -29.31601]]}


Quick one: least stable of them? <2>


<1>
{"formula": "H9O4", "method": "the ωB97M-V functional and the def2-TZVPD basis", "molar_mass_g_mol": 73.068, "homo_ev": -15.254, "total_charge": 1, "multiplicity": 1, "gap_ev": 11.92, "symbols": ["O", "H", "H", "O", "H", "H", "O", "H", "H", "O", "H", "H", "H"], "positions_angstrom": [[0.68344, -2.50053, 1.88008], [0.44346, -3.23415, 2.54747], [1.67786, -2.39138, 1.96478], [0.17401, 0.71117, -1.05878], [0.40597, 0.03859, -1.76900], [0.57882, 1.63641, -1.33423], [0.36338, 2.92713, -1.09620], [0.16693, 3.24678, -0.18459], [-0.01087, 3.32988, -1.90013], [-1.16301, -1.04769, 0.09733], [-0.29099, -0.09060, -0.38879], [-2.09768, -1.29022, 0.18101], [-0.93129, -1.33539, 1.06104]]}


<2>
{"formula": "H9O4", "method": "the ωB97M-V functional and the def2-TZVPD basis", "molar_mass_g_mol": 73.068, "homo_ev": -16.765, "total_charge": 1, "multiplicity": 1, "gap_ev": 13.54, "symbols": ["O", "H", "H", "O", "H", "H", "O", "H", "H", "O", "H", "H", "H"], "positions_angstrom": [[-0.70065, 0.17757, -2.46559], [0.00062, 0.09210, -3.17203], [-1.42097, 0.72123, -2.92155], [2.29381, -0.07423, 1.51294], [2.67909, 0.77879, 1.52630], [2.81454, -0.71449, 1.10002], [-1.87439, -0.17249, 1.14675], [-1.55469, -0.18697, 2.01126], [-2.65173, 0.22292, 1.52447], [0.21159, -0.29218, -0.13325], [0.92757, -0.28665, 0.61470], [-0.74246, -0.37029, 0.32688], [0.01767, 0.10470, -1.07090]]}


Quick one: least stable of them? <1>